# 1
{"formula": "C3H11N2", "method": "ωB97M-V/def2-TZVPD", "total_charge": 1, "e_homo_ev": -12.9, "smiles": "NCCC[NH3+]", "total_energy_ha": -230.11446, "gap_ev": 9.11, "symbols": ["N", "C", "C", "C", "N", "H", "H", "H", "H", "H", "H", "H", "H", "H", "H", "H"], "positions_angstrom": [[2.2364, -0.9143, -0.3037], [1.1388, -0.0637, -0.5403], [0.2746, 0.2471, 0.6932], [-1.0551, 1.0026, 0.4132], [-1.8554, 0.0096, -0.3230], [2.7583, -0.8374, 0.5806], [2.1912, -1.8922, -0.4070], [0.5741, -0.7315, -1.4299], [1.4304, 0.9093, -1.0462], [0.1236, -0.8236, 1.0529], [0.8146, 0.7336, 1.5278], [-1.0290, 1.8763, -0.2186], [-1.5508, 1.0930, 1.4043], [-2.4588, -0.5417, 0.3545], [-2.3531, 0.5788, -0.9961], [-1.2398, -0.6458, -0.7618]], "forces_ev_per_angstrom": [[2.297, 0.389, 1.753], [-1.203, -0.138, -2.799], [0.194, -1.012, 0.316], [1.289, -1.779, 2.202], [-1.880, -0.346, 1.104], [-0.435, 0.830, -0.601], [-0.868, -1.056, -0.793], [0.700, 2.038, 2.141], [-0.110, -1.073, 0.418], [-0.698, 1.337, 0.203], [0.062, -0.049, -0.758], [0.429, 0.493, 0.374], [0.240, 0.846, -0.889], [0.439, 0.908, -1.377], [-0.928, -0.845, -0.440], [0.472, -0.543, -0.856]], "mulliken_charge": [-0.5587, -0.4126, -0.6147, -0.4671, -0.2121, 0.2263, 0.2256, 0.2331, 0.2427, 0.3080, 0.3605, 0.3731, 0.3163, 0.3898, 0.3578, 0.2318]}

# 2
{"formula": "C3H11N2", "method": "ωB97M-V/def2-TZVPD", "total_charge": 1, "e_homo_ev": -14.8, "total_energy_ha": -230.14513, "gap_ev": 11.60, "symbols": ["C", "C", "N", "H", "H", "H", "H", "H", "C", "N", "H", "H", "H", "H", "H", "H"], "positions_angstrom": [[-1.0087, -1.6247, 1.0390], [-1.7942, 0.5295, 0.5543], [-0.7912, -0.2342, 0.6275], [-0.1533, -1.9622, 1.6151], [-1.0850, -2.2581, 0.1574], [-1.9125, -1.7364, 1.6297], [-1.6674, 1.5624, 0.2424], [-2.7872, 0.1916, 0.8328], [1.8255, 1.3579, -0.9143], [1.2880, -0.0320, -1.0713], [2.6461, 1.3400, -0.2150], [2.1718, 1.7330, -1.8665], [1.0381, 1.9983, -0.5165], [0.4311, -0.1651, -0.3898], [2.0124, -0.7305, -0.9267], [0.8994, -0.1641, -2.0040]], "forces_ev_per_angstrom": [[0.088, 0.170, 0.059], [0.132, 0.114, 0.291], [-0.174, -0.396, -0.567], [0.045, -0.018, 0.129], [-0.006, -0.030, -0.111], [-0.129, -0.032, 0.079], [-0.035, -0.051, -0.113], [-0.181, 0.053, 0.120], [-0.216, -0.007, 0.105], [-0.438, 0.255, -0.251], [0.162, -0.022, 0.190], [0.046, 0.049, -0.149], [0.057, -0.101, -0.117], [0.524, 0.133, 0.394], [-0.078, -0.076, 0.024], [0.202, -0.042, -0.082]], "mulliken_charge": [-0.9267, -0.2050, -0.3761, 0.3051, 0.3068, 0.3796, 0.2125, 0.2656, -0.6987, -0.2578, 0.3139, 0.3503, 0.2250, 0.3463, 0.3760, 0.3833]}

# 3
{"formula": "C3H11N2", "method": "ωB97M-V/def2-TZVPD", "total_charge": 1, "e_homo_ev": -12.9, "total_energy_ha": -230.12905, "gap_ev": 8.93, "symbols": ["N", "H", "H", "H", "H", "N", "C", "C", "C", "H", "H", "H", "H", "H", "H", "H"], "positions_angstrom": [[0.6496, -1.3723, -1.8263], [0.3455, -0.4271, -1.4766], [0.8689, -1.9559, -1.0147], [-0.1012, -1.8003, -2.3688], [1.4837, -1.2781, -2.4092], [-0.4889, 0.5104, 2.4959], [-0.1002, -0.0458, 1.2031], [0.0987, 1.5713, -0.6868], [-0.6516, 0.7921, 0.0881], [-0.2449, -0.1319, 3.2408], [-1.4967, 0.6224, 2.5387], [-0.4416, -1.0865, 1.0745], [0.9929, -0.0455, 1.1503], [-0.3433, 2.1742, -1.4707], [1.1595, 1.6789, -0.5065], [-1.7306, 0.7939, -0.0318]], "forces_ev_per_angstrom": [[0.119, 0.100, 0.105], [-0.040, -0.067, -0.008], [-0.041, -0.007, -0.099], [-0.015, -0.023, 0.000], [-0.040, -0.004, -0.002], [-0.150, -0.147, -0.114], [0.031, 0.047, 0.227], [-0.225, 0.000, -0.143], [0.109, 0.064, 0.102], [0.075, 0.068, 0.037], [0.026, 0.066, 0.033], [-0.026, -0.069, -0.068], [0.015, 0.001, 0.001], [0.041, 0.070, 0.049], [0.173, -0.029, -0.035], [-0.052, -0.070, -0.086]], "mulliken_charge": [-0.4258, 0.1790, 0.3954, 0.3923, 0.3988, -0.6059, -0.2558, -0.8933, -0.1884, 0.2465, 0.2379, 0.2443, 0.2993, 0.3145, 0.3534, 0.3080]}

# 4
{"formula": "C3H11N2", "method": "ωB97M-V/def2-TZVPD", "total_charge": 1, "e_homo_ev": -13.2, "total_energy_ha": -230.11796, "gap_ev": 7.85, "symbols": ["C", "N", "H", "H", "H", "H", "C", "N", "C", "H", "H", "H", "H", "H", "H", "H"], "positions_angstrom": [[-1.8786, -2.3929, -0.1552], [-1.2014, -1.3276, -0.0074], [-2.1367, -3.0208, 0.6875], [-2.2041, -2.7030, -1.1411], [-0.8946, -0.8315, -0.8379], [-0.8882, -0.9127, 0.8662], [0.7409, 1.3449, -1.1048], [0.1906, 1.0547, 0.2271], [1.2753, 0.7120, 1.1502], [1.2237, 0.4605, -1.5274], [1.4780, 2.1524, -1.0754], [-0.0855, 1.6197, -1.7615], [-0.2493, 1.9008, 0.5673], [1.8048, -0.1622, 0.7783], [1.9665, 1.5589, 1.1925], [0.8584, 0.5468, 2.1417]], "forces_ev_per_angstrom": [[0.034, -0.055, 0.339], [-0.279, -0.851, -0.751], [-0.109, 0.197, 0.194], [0.194, 0.072, -0.083], [-0.029, 0.523, 0.213], [0.074, 0.021, 0.015], [-0.416, 0.077, 0.070], [0.058, -0.308, -0.250], [-0.195, 0.739, -0.141], [0.044, -0.034, 0.115], [0.016, -0.005, -0.135], [0.144, 0.150, -0.105], [-0.105, -0.001, 0.003], [0.057, -0.123, 0.141], [0.333, -0.241, 0.261], [0.180, -0.161, 0.113]], "mulliken_charge": [0.0119, 0.0012, 0.2693, 0.2622, 0.1834, 0.2214, -1.0063, -0.3313, -0.9814, 0.3586, 0.3767, 0.3229, 0.2278, 0.3540, 0.4017, 0.3280]}

# 5
{"formula": "C3H11N2O", "method": "ωB97M-V/def2-TZVPD", "total_charge": -1, "e_homo_ev": -2.8, "total_energy_ha": -305.63036, "gap_ev": 7.31, "symbols": ["N", "C", "O", "H", "H", "H", "H", "C", "C", "N", "H", "H", "H", "H", "H", "H", "H"], "positions_angstrom": [[-1.2540, -2.2570, -0.2347], [-0.1615, -2.0064, 0.7272], [0.4400, -0.8183, 0.5724], [-0.8805, -2.0427, -1.1604], [-1.5644, -3.2586, -0.2866], [-0.6354, -2.1100, 1.6909], [0.5709, -2.8449, 0.6417], [-0.1770, 1.3852, -1.3792], [0.8604, 1.9686, -0.4336], [0.4533, 1.8453, 0.9403], [-1.0916, 1.9111, -1.1258], [0.1846, 1.5915, -2.3917], [-0.3079, 0.3212, -1.2264], [1.8208, 1.5285, -0.7132], [0.9913, 3.0655, -0.6554], [0.3071, 0.8197, 1.1172], [-0.4409, 2.3626, 1.1047]], "forces_ev_per_angstrom": [[-1.019, -0.716, -1.146], [1.084, 0.194, -0.049], [-0.264, -0.518, -0.268], [-0.050, -0.005, 0.141], [0.603, 1.087, 0.316], [-0.466, -0.251, 1.068], [0.124, -0.234, 0.058], [0.505, 0.621, -0.285], [-0.399, 1.052, -0.681], [-0.174, 0.040, 1.171], [-0.512, 0.002, -0.522], [-0.517, -0.003, -0.302], [0.099, -0.089, 0.216], [0.138, -0.258, 0.832], [-0.150, -0.695, -0.003], [-0.060, 0.518, -0.137], [1.058, -0.744, -0.409]], "mulliken_charge": [-0.6291, -0.4144, -0.8039, 0.1242, 0.2253, 0.2688, 0.2112, -0.5372, -0.3937, -0.8114, 0.2564, 0.2875, -0.0969, 0.3034, 0.2927, 0.5088, 0.2082]}

# 6
{"formula": "C3H11N2O", "method": "ωB97M-V/def2-TZVPD", "total_charge": 1, "e_homo_ev": -14.0, "total_energy_ha": -305.39140, "gap_ev": 10.66, "symbols": ["C", "C", "C", "N", "N", "H", "H", "H", "H", "H", "H", "H", "H", "H", "H", "H", "O"], "positions_angstrom": [[1.8316, 1.6770, -0.7338], [1.1166, 0.4516, -0.2795], [-0.2102, 0.2818, -0.3381], [-0.7838, -0.6485, 0.6803], [1.8860, -0.7390, -0.0588], [1.2263, 2.5808, -0.7569], [2.2878, 1.5101, -1.7079], [2.6007, 1.9172, 0.0053], [-0.9236, 1.0235, -0.6649], [-0.0388, -1.3621, 0.7388], [-1.7556, -0.9646, 0.4661], [-0.7735, -0.2074, 1.5990], [2.3752, -0.9567, -0.9205], [2.6085, -0.5770, 0.6359], [-3.8948, -2.0269, 0.1363], [-4.1317, -0.7461, 0.8291], [-3.4207, -1.2137, 0.3695]], "forces_ev_per_angstrom": [[-0.062, 0.316, 0.139], [-0.247, -0.439, -1.701], [-0.297, 1.295, 1.916], [0.987, -0.352, -1.011], [-0.047, 0.249, 1.176], [-0.346, -0.197, -0.241], [0.218, 0.096, 0.011], [0.235, -0.259, -0.150], [0.110, 0.147, 0.014], [-0.483, -0.524, -0.057], [0.292, -0.308, 0.139], [-0.273, 0.241, -0.094], [-0.065, -0.163, -0.078], [0.132, -0.063, -0.010], [0.508, -0.077, -0.233], [0.312, 0.406, 0.064], [-0.976, -0.368, 0.115]], "mulliken_charge": [-1.1509, 0.6336, -0.6013, -0.2022, -0.6172, 0.3721, 0.2985, 0.3564, 0.3453, 0.4146, 0.3007, 0.3446, 0.2769, 0.2599, 0.3243, 0.3116, -0.6671]}

# 7
{"formula": "C3H11N2O", "method": "ωB97M-V/def2-TZVPD", "total_charge": 1, "e_homo_ev": -14.2, "total_energy_ha": -305.37491, "gap_ev": 11.05, "symbols": ["C", "N", "H", "H", "H", "H", "H", "H", "C", "C", "O", "N", "H", "H", "H", "H", "H"], "positions_angstrom": [[-2.1613, 2.1162, 1.2272], [-1.3400, 1.5297, 0.1051], [-1.4481, 2.1688, -0.5964], [-0.4303, 1.2036, 0.3763], [-2.0367, 0.7756, -0.2386], [-2.0923, 1.6104, 2.1357], [-3.2323, 2.3210, 1.0356], [-1.8879, 3.1682, 1.4695], [0.7491, -2.0990, -1.2474], [0.9996, -0.9635, -0.3436], [-0.0334, -0.3355, -0.0912], [2.2310, -0.7426, 0.2038], [-0.4057, -2.0681, -1.4944], [0.9378, -3.0884, -0.6596], [2.5586, 0.2023, 0.6834], [3.1553, -1.3707, 0.1975], [1.3865, -2.0717, -2.1591]], "forces_ev_per_angstrom": [[-0.523, 3.206, 0.088], [-6.354, -0.853, 2.189], [0.848, 2.347, -2.574], [0.845, -0.896, -0.291], [2.518, 0.519, 0.655], [0.356, -1.374, 1.123], [0.495, -1.035, -0.731], [0.702, -0.746, -0.380], [-1.032, -2.574, -0.338], [0.260, -0.649, 0.448], [1.607, 0.710, 0.802], [3.593, 1.391, 1.344], [2.643, -0.170, 0.272], [-0.175, 1.590, -1.203], [-1.824, -2.638, -1.307], [-3.463, 1.358, -0.724], [-0.495, -0.187, 0.626]], "mulliken_charge": [-0.8816, -0.1912, 0.2968, 0.3127, 0.4058, 0.3639, 0.3599, 0.3405, -0.9001, 0.6136, -0.6499, -0.4362, 0.2313, 0.2901, 0.2473, 0.2740, 0.3232]}

# 8
{"formula": "C3H11N2O", "method": "ωB97M-V/def2-TZVPD", "total_charge": 1, "e_homo_ev": -15.1, "total_energy_ha": -305.33143, "gap_ev": 12.19, "symbols": ["C", "C", "C", "N", "N", "O", "H", "H", "H", "H", "H", "H", "H", "H", "H", "H", "H"], "positions_angstrom": [[1.3778, -1.0171, 0.7175], [1.2033, 0.4668, -1.2070], [-2.9457, 0.3591, 0.0771], [1.3335, 0.3807, 0.2552], [-1.8357, -0.2300, 0.1417], [0.3395, 1.0948, 0.9006], [2.2027, -1.5481, 0.2465], [1.5050, -1.0401, 1.7989], [0.4405, -1.5067, 0.4587], [1.1429, 1.5110, -1.5106], [2.0611, 0.0027, -1.6907], [0.2917, -0.0442, -1.5171], [-3.9041, -0.1127, -0.1228], [-2.9617, 1.4302, 0.2438], [-0.5660, 0.6552, 0.6744], [2.2087, 0.8376, 0.5493], [-1.8936, -1.2393, -0.0155]], "forces_ev_per_angstrom": [[0.001, -0.827, 0.474], [-0.098, 0.253, -0.977], [-0.487, 0.407, 0.020], [0.259, -0.135, 0.051], [0.297, -0.407, 0.068], [-0.355, 0.532, 0.424], [0.037, 0.158, -0.093], [-0.028, 0.173, -0.090], [0.111, 0.151, -0.043], [0.023, -0.039, 0.215], [0.044, -0.048, 0.163], [0.096, 0.020, 0.185], [0.061, -0.200, -0.058], [-0.057, 0.137, 0.012], [0.615, -0.356, -0.277], [-0.367, -0.006, -0.109], [-0.152, 0.189, 0.037]], "mulliken_charge": [-0.7023, -0.7400, -0.2367, 0.0050, -0.4157, -0.4054, 0.3548, 0.3272, 0.2763, 0.3234, 0.3556, 0.3432, 0.2601, 0.2287, 0.4824, 0.3597, 0.1836]}

# 9
{"formula": "C3H11N2O", "method": "ωB97M-V/def2-TZVPD", "total_charge": 1, "e_homo_ev": -12.5, "total_energy_ha": -305.35615, "gap_ev": 9.08, "symbols": ["C", "C", "C", "N", "N", "H", "H", "H", "H", "H", "H", "H", "H", "H", "H", "H", "O"], "positions_angstrom": [[0.7836, 1.8598, -0.6716], [0.1709, 0.5357, -0.2394], [-1.1130, 0.0874, -0.5627], [-1.9165, 0.8238, -1.2743], [1.0702, -0.7134, -0.1829], [-0.0554, 2.4850, -0.4527], [1.6485, 2.1818, -0.1363], [0.9216, 1.7746, -1.8215], [-1.5883, -0.8415, -0.0483], [-2.1638, 1.7572, -0.8943], [-2.8633, 0.3633, -1.3655], [0.8135, -1.4550, -0.8868], [2.0141, -0.4197, -0.3580], [1.1028, -1.1515, 0.7118], [0.3871, -2.8736, 2.5091], [0.7057, -1.5451, 3.1677], [0.7441, -1.9932, 2.3273]], "forces_ev_per_angstrom": [[-1.351, -2.364, -2.129], [-1.161, -2.654, -0.988], [3.541, -1.298, 3.617], [-5.719, 2.028, -1.048], [-0.360, 0.429, -1.022], [-0.084, 1.182, -0.164], [0.583, 0.075, 0.269], [0.092, 0.681, 1.801], [1.531, 0.983, -1.496], [0.753, -0.354, -0.716], [1.403, 0.721, -0.101], [0.363, 1.166, 0.805], [0.682, 0.111, -0.385], [-0.299, -0.731, 1.589], [0.134, 0.120, -0.122], [0.038, 0.351, 0.476], [-0.146, -0.445, -0.386]], "mulliken_charge": [-1.2285, 0.2326, -0.2047, -0.4732, -0.2373, 0.3182, 0.4413, 0.3052, 0.2733, 0.2765, 0.3137, 0.4053, 0.3815, 0.2365, 0.3123, 0.3042, -0.6570]}

# 10
{"formula": "C3H11N2O", "method": "ωB97M-V/def2-TZVPD", "total_charge": 1, "e_homo_ev": -14.9, "total_energy_ha": -305.39246, "gap_ev": 11.24, "symbols": ["C", "C", "N", "C", "N", "H", "H", "H", "H", "H", "H", "H", "H", "H", "H", "H", "O"], "positions_angstrom": [[1.9372, -0.9173, -2.2484], [1.5920, -1.4310, -0.7661], [-0.7940, 0.5919, 1.2118], [-0.3234, -0.2915, 0.3602], [0.9168, -0.3322, 0.0479], [2.1690, 0.1269, -2.1058], [1.1554, -1.0674, -2.9034], [2.8643, -1.5083, -2.6168], [2.5400, -1.4939, -0.2068], [0.8115, -2.2116, -0.7356], [-0.1914, 1.1501, 1.7826], [-1.7479, 0.8544, 1.4302], [-0.9817, -0.8673, -0.2671], [1.2749, 0.5619, -0.0912], [-3.6198, 1.9703, 3.1041], [-4.2264, 2.5852, 1.7717], [-3.3766, 2.2798, 2.2327]], "forces_ev_per_angstrom": [[2.537, -1.676, 2.885], [-0.581, 2.001, -0.732], [-0.281, 0.157, 0.205], [-2.205, 0.845, 0.065], [1.481, -1.514, -1.428], [0.318, 0.356, -0.534], [-1.706, -0.164, -1.390], [-1.567, 1.171, 0.596], [-0.598, -1.179, -0.306], [1.251, -0.367, 0.056], [0.837, 0.101, 0.047], [-0.591, -0.497, -0.616], [-0.716, -0.775, 0.683], [1.606, 1.758, 0.516], [-0.388, 0.041, 0.286], [1.822, -0.717, 1.210], [-1.220, 0.458, -1.543]], "mulliken_charge": [-0.9658, -0.3618, -0.2529, 0.2286, -0.3029, 0.3385, 0.3225, 0.2933, 0.2724, 0.3680, 0.2364, 0.2250, 0.3731, 0.2404, 0.3324, 0.3460, -0.6933]}